[1]
The following is a quantum chemistry calculation of a single C5H8N2 molecule, from the OMol25 dataset.

Its frontier orbital gap is 9.89 eV. The calculation puts the LUMO energy at 1.0 eV. The value obtained for the HOMO energy is -8.879 eV. The total energy comes out at -8294.33005 eV. The structure (SMILES) is Cc1cnn(C)c1. As for the energy above the lowest of the compared OMol25 structures with the same formula, charge and spin: 64.3 kJ/mol.

Last columns: bonded neighbours and bond lengths (Å).
Atoms and positions in Å:
1 C -0.360 1.370 1.998  C2 1.492, H8 1.098, H9 1.093, H10 1.093
2 C -0.281 0.325 0.935  C1 1.492, C3 1.416, C7 1.373
3 C -1.304 -0.548 0.496  C2 1.416, N4 1.321, H11 1.084
4 N -0.950 -1.227 -0.581  C3 1.321, N5 1.343
5 N 0.313 -0.844 -0.832  N4 1.343, C6 1.444, C7 1.359
6 C 0.795 -0.967 -2.187  N5 1.444, H12 1.095, H13 1.090, H14 1.091
7 C 0.745 0.093 0.052  C2 1.373, N5 1.359, H15 1.085
8 H -1.096 2.133 1.711  C1 1.098
9 H 0.609 1.859 2.122  C1 1.093
10 H -0.657 0.951 2.962  C1 1.093
11 H -2.291 -0.696 0.920  C3 1.084
12 H 0.372 -0.156 -2.790  C6 1.095
13 H 0.483 -1.931 -2.588  C6 1.090
14 H 1.882 -0.879 -2.204  C6 1.091
15 H 1.741 0.517 -0.014  C7 1.085



[2]
The following is a quantum chemistry calculation of a 10-piece molecular cluster, C34H92N4O10 overall at a distorted geometry, from the OMol25 dataset.

Its frontier orbital gap is 9.06 eV. The calculation puts the LUMO energy at 0.5 eV. The value obtained for the HOMO energy is -8.567 eV. The total energy comes out at -63180.60263 eV. The structure (SMILES) is COC[C@H](C)N.COC[C@H](C)N.COC[C@H](C)N.COC[C@H](C)N.CC(C)O.CC(C)O.CC(C)O.CC(C)O.CC(C)O.CC(C)O. As for the energy above the lowest of the compared OMol25 structures with the same formula, charge and spin: 242.8 kJ/mol.

Last columns: bonded neighbours and bond lengths (Å).
Atoms and positions in Å:
1 C 3.267 8.137 -3.187  O2 1.414, H7 1.097, H8 1.065, H9 1.055
2 O 2.075 7.639 -2.611  C1 1.414, C3 1.406
3 C 2.043 6.307 -3.058  O2 1.406, C4 1.525, H10 1.078, H11 1.149
4 C 0.758 5.590 -2.654  C3 1.525, C5 1.538, N6 1.451, H12 1.117
5 C 0.905 4.136 -3.133  C4 1.538, H13 1.108, H14 1.119, H15 1.110
6 N -0.424 6.144 -3.287  C4 1.451, H16 1.018, H17 0.970
7 H 3.401 9.182 -2.880  C1 1.097
8 H 3.310 8.154 -4.250  C1 1.065
9 H 4.099 7.569 -2.871  C1 1.055
10 H 2.157 6.176 -4.122  C3 1.078
11 H 2.972 5.757 -2.666  C3 1.149
12 H 0.659 5.719 -1.549  C4 1.117
13 H 1.512 3.522 -2.439  C5 1.108
14 H 1.334 4.080 -4.165  C5 1.119
15 H -0.060 3.611 -3.294  C5 1.110
16 H -0.677 7.115 -3.115  N6 1.018
17 H -1.194 5.648 -2.966  N6 0.970
18 C 2.511 -3.978 2.188  O19 1.441, H24 1.114, H25 1.089, H26 1.094
19 O 2.635 -4.840 1.041  C18 1.441, C20 1.437
20 C 2.467 -4.208 -0.239  O19 1.437, C21 1.495, H27 1.079, H28 1.090
21 C 2.131 -5.265 -1.241  C20 1.495, C22 1.578, N23 1.466, H29 1.077
22 C 3.462 -6.022 -1.625  C21 1.578, H30 1.049, H31 1.086, H32 1.067
23 N 1.622 -4.685 -2.487  C21 1.466, H33 1.040, H34 1.075
24 H 1.522 -3.492 2.027  C18 1.114
25 H 3.366 -3.312 2.289  C18 1.089
26 H 2.469 -4.690 3.018  C18 1.094
27 H 1.753 -3.408 -0.123  C20 1.079
28 H 3.454 -3.806 -0.468  C20 1.090
29 H 1.425 -5.959 -0.819  C21 1.077
30 H 3.977 -5.326 -2.218  C22 1.049
31 H 3.378 -6.928 -2.218  C22 1.086
32 H 4.066 -6.294 -0.789  C22 1.067
33 H 1.659 -5.264 -3.351  N23 1.040
34 H 0.588 -4.469 -2.289  N23 1.075
35 C -2.978 2.539 2.626  O36 1.432, H41 1.105, H42 1.105, H43 1.120
36 O -2.631 3.249 1.432  C35 1.432, C37 1.454
37 C -2.921 4.657 1.650  O36 1.454, C38 1.551, H44 1.032, H45 1.085
38 C -2.975 5.415 0.299  C37 1.551, C39 1.502, N40 1.406, H46 1.100
39 C -4.208 5.030 -0.469  C38 1.502, H47 1.137, H48 1.125, H49 1.082
40 N -1.912 5.161 -0.586  C38 1.406, H50 1.043, H51 1.010
41 H -2.744 1.459 2.581  C35 1.105
42 H -4.061 2.571 2.844  C35 1.105
43 H -2.525 2.962 3.558  C35 1.120
44 H -3.811 4.593 2.171  C37 1.032
45 H -2.192 5.145 2.288  C37 1.085
46 H -3.067 6.499 0.465  C38 1.100
47 H -5.177 5.246 0.084  C39 1.137
48 H -4.213 3.923 -0.670  C39 1.125
49 H -4.297 5.450 -1.463  C39 1.082
50 H -1.040 5.407 -0.071  N40 1.043
51 H -1.863 4.159 -0.709  N40 1.010
52 C -1.928 -4.578 -1.007  O53 1.459, H58 1.138, H59 1.104, H60 1.076
53 O -1.337 -5.800 -0.472  C52 1.459, C54 1.429
54 C -0.951 -5.809 0.903  O53 1.429, C55 1.518, H61 1.139, H62 1.075
55 C -0.296 -7.131 1.261  C54 1.518, C56 1.528, N57 1.490, H63 1.096
56 C -1.304 -8.273 1.131  C55 1.528, H64 1.121, H65 1.066, H66 1.046
57 N 0.105 -7.057 2.695  C55 1.490, H67 1.030, H68 1.025
58 H -1.590 -3.606 -0.519  C52 1.138
59 H -2.998 -4.719 -0.776  C52 1.104
60 H -1.713 -4.661 -2.058  C52 1.076
61 H -0.171 -5.003 1.103  C54 1.139
62 H -1.748 -5.514 1.563  C54 1.075
63 H 0.576 -7.348 0.634  C55 1.096
64 H -0.781 -9.257 1.251  C56 1.121
65 H -1.876 -8.351 0.234  C56 1.066
66 H -2.056 -8.248 1.857  C56 1.046
67 H -0.709 -6.780 3.262  N57 1.030
68 H 0.897 -6.455 2.945  N57 1.025
69 C -2.429 -1.203 4.793  C70 1.486, H73 1.131, H74 1.089, H75 1.126
70 C -1.594 -2.060 3.912  C69 1.486, C71 1.503, O72 1.477, H76 1.094
71 C -1.722 -3.511 4.282  C70 1.503, H77 1.102, H78 1.093, H79 1.111
72 O -2.066 -1.978 2.515  C70 1.477, H80 0.930
73 H -2.060 -1.143 5.860  C69 1.131
74 H -3.459 -1.551 4.856  C69 1.089
75 H -2.487 -0.136 4.437  C69 1.126
76 H -0.587 -1.632 3.894  C70 1.094
77 H -2.749 -3.759 3.968  C71 1.102
78 H -1.464 -3.665 5.332  C71 1.093
79 H -1.079 -4.189 3.682  C71 1.111
80 H -2.722 -2.613 2.341  O72 0.930
81 C -5.717 -1.858 2.697  C82 1.481, H85 1.085, H86 1.094, H87 1.077
82 C -5.470 -2.829 1.607  C81 1.481, C83 1.535, O84 1.449, H88 1.098
83 C -5.379 -2.227 0.197  C82 1.535, H89 1.102, H90 1.102, H91 1.101
84 O -4.242 -3.535 1.911  C82 1.449, H92 0.978
85 H -5.858 -2.261 3.695  C81 1.085
86 H -6.614 -1.262 2.503  C81 1.094
87 H -4.858 -1.215 2.776  C81 1.077
88 H -6.260 -3.591 1.632  C82 1.098
89 H -6.249 -1.567 0.049  C83 1.102
90 H -5.497 -2.970 -0.609  C83 1.102
91 H -4.388 -1.777 0.036  C83 1.101
92 H -4.264 -4.470 1.627  O84 0.978
93 C 2.604 4.681 2.546  C94 1.546, H97 1.105, H98 1.093, H99 1.068
94 C 1.467 3.971 1.776  C93 1.546, C95 1.597, O96 1.461, H100 1.101
95 C 0.296 3.607 2.798  C94 1.597, H101 1.069, H102 1.117, H103 1.106
96 O 0.921 4.778 0.688  C94 1.461, H104 0.944
97 H 3.303 4.935 1.728  C93 1.105
98 H 3.064 4.026 3.290  C93 1.093
99 H 2.237 5.532 3.076  C93 1.068
100 H 1.899 3.043 1.370  C94 1.101
101 H -0.415 2.958 2.333  C95 1.069
102 H -0.231 4.400 3.384  C95 1.117
103 H 0.743 2.995 3.603  C95 1.106
104 H 1.592 5.100 0.106  O96 0.944
105 C 4.751 1.692 0.722  C106 1.473, H109 1.103, H110 1.080, H111 1.108
106 C 4.777 2.062 -0.704  C105 1.473, C107 1.496, O108 1.444, H112 1.137
107 C 5.625 1.187 -1.572  C106 1.496, H113 1.135, H114 1.059, H115 1.114
108 O 3.418 2.057 -1.188  C106 1.444, H116 0.974
109 H 4.571 0.630 0.959  C105 1.103
110 H 4.092 2.343 1.277  C105 1.080
111 H 5.744 1.987 1.116  C105 1.108
112 H 5.173 3.120 -0.832  C106 1.137
113 H 5.439 1.450 -2.660  C107 1.135
114 H 5.486 0.150 -1.407  C107 1.059
115 H 6.707 1.440 -1.498  C107 1.114
116 H 3.504 1.737 -2.104  O108 0.974
117 C 2.247 -0.554 -5.629  C118 1.530, H121 1.109, H122 1.079, H123 1.059
118 C 2.361 -0.142 -4.159  C117 1.530, C119 1.502, O120 1.484, H124 1.121
119 C 3.140 -1.147 -3.360  C118 1.502, H125 1.099, H126 1.053, H127 1.098
120 O 3.050 1.145 -3.894  C118 1.484, H128 0.925
121 H 1.559 -1.424 -5.609  C117 1.109
122 H 3.261 -0.784 -5.918  C117 1.079
123 H 1.833 0.206 -6.239  C117 1.059
124 H 1.364 0.072 -3.693  C118 1.121
125 H 4.218 -0.977 -3.486  C119 1.099
126 H 2.861 -2.088 -3.742  C119 1.053
127 H 2.888 -1.174 -2.291  C119 1.098
128 H 2.498 1.756 -4.318  O120 0.925
129 C -0.343 0.470 0.194  C130 1.531, H133 1.077, H134 1.147, H135 1.068
130 C -1.821 0.421 -0.201  C129 1.531, C131 1.469, O132 1.425, H136 1.068
131 C -2.001 0.701 -1.632  C130 1.469, H137 1.056, H138 1.124, H139 1.139
132 O -2.356 -0.874 0.060  C130 1.425, H140 0.973
133 H 0.338 -0.193 -0.312  C129 1.077
134 H -0.111 0.294 1.304  C129 1.147
135 H -0.091 1.503 0.105  C129 1.068
136 H -2.319 1.052 0.501  C130 1.068
137 H -1.369 0.123 -2.249  C131 1.056
138 H -1.658 1.754 -1.826  C131 1.124
139 H -3.108 0.603 -1.881  C131 1.139
140 H -2.121 -1.033 0.990  O132 0.973



[3]
The following is a quantum chemistry calculation of a 3-piece molecular cluster, C13H17BrN4O2P overall at a distorted geometry, from the OMol25 dataset.

Its frontier orbital gap is 3.73 eV. As for the net charge: +1. The calculation puts the LUMO energy at -5.8 eV. The value obtained for the HOMO energy is -9.582 eV. The total energy comes out at -103129.62847 eV.

Last columns: bonded neighbours and bond lengths (Å).
Atoms and positions in Å:
1 N 3.119 1.806 1.118  C2 1.321
2 C 2.271 1.448 0.171  N1 1.321, O3 1.500
3 O 1.035 1.343 -0.673  C2 1.500, C4 1.457
4 C 0.625 -0.055 -0.706  O3 1.457, C5 1.619, C8 1.652, H12 1.193
5 C 0.593 -0.918 0.662  C4 1.619, C6 1.665, H13 1.175, H14 1.176
6 C 0.201 -2.374 -0.045  C5 1.665, N7 1.401, H15 1.187
7 N -0.746 -2.032 -1.020  C6 1.401, C8 1.549, H16 1.042
8 C -0.845 -0.512 -1.306  C4 1.652, N7 1.549, P9 1.870, H17 1.183
9 P -2.436 0.368 -0.871  C8 1.870, O10 1.777, Br11 2.289
10 O -3.317 -0.638 0.298  P9 1.777, H18 1.022
11 Br -2.046 2.311 0.277  P9 2.289
12 H 1.493 -0.570 -1.342  C4 1.193
13 H 1.546 -0.976 1.347  C5 1.175
14 H -0.392 -0.623 1.233  C5 1.176
15 H 0.557 -3.458 0.282  C6 1.187
16 H -1.292 -2.730 -1.567  N7 1.042
17 H -0.699 -0.465 -2.478  C8 1.183
18 H -4.274 -0.289 0.217  O10 1.022
19 N -5.027 -1.132 -3.671  C20 1.371, C23 1.371, H24 1.012
20 C -4.854 -1.749 -2.460  N19 1.371, C21 1.377, H25 1.082
21 C -5.828 -2.713 -2.330  C20 1.377, C22 1.415, H26 1.082
22 C -6.613 -2.681 -3.507  C21 1.415, C23 1.377, H27 1.082
23 C -6.094 -1.697 -4.319  N19 1.371, C22 1.377, H28 1.082
24 H -4.456 -0.379 -4.031  N19 1.012
25 H -4.055 -1.449 -1.795  C20 1.082
26 H -5.959 -3.370 -1.480  C21 1.082
27 H -7.465 -3.307 -3.738  C22 1.082
28 H -6.393 -1.351 -5.300  C23 1.082
29 N 5.497 2.292 4.494  C30 1.371, C33 1.371, H34 1.012
30 C 5.109 2.549 3.205  N29 1.371, C31 1.377, H35 1.082
31 C 6.145 3.198 2.570  C30 1.377, C32 1.415, H36 1.082
32 C 7.197 3.332 3.508  C31 1.415, C33 1.377, H37 1.082
33 C 6.771 2.762 4.686  N29 1.371, C32 1.377, H38 1.082
34 H 4.933 1.829 5.194  N29 1.012
35 H 4.132 2.250 2.851  C30 1.082
36 H 6.143 3.537 1.542  C31 1.082
37 H 8.161 3.794 3.341  C32 1.082
38 H 7.263 2.651 5.643  C33 1.082



[4]
The following is a quantum chemistry calculation of a 9-piece molecular cluster, H18O9 overall at a distorted geometry, from the OMol25 dataset.

Its frontier orbital gap is 9.91 eV. The calculation puts the LUMO energy at -0.4 eV. The value obtained for the HOMO energy is -10.302 eV. The total energy comes out at -18716.63951 eV. The structure (SMILES) is O.O.O.O.O.O.O.O.O. As for the energy above the lowest of the compared OMol25 structures with the same formula, charge and spin: 530.3 kJ/mol.

Last columns: bonded neighbours and bond lengths (Å).
Atoms and positions in Å:
1 O 0.919 2.998 0.027  H2 1.050, H3 1.027
2 H 1.041 3.977 0.385  O1 1.050
3 H 0.266 3.249 -0.725  O1 1.027
4 O -2.460 -1.138 0.283  H5 0.971, H6 0.921
5 H -1.851 -1.885 0.167  O4 0.971
6 H -1.798 -0.548 0.036  O4 0.921
7 O -0.247 -1.229 -2.272  H8 0.887, H9 1.028
8 H -0.044 -1.515 -3.087  O7 0.887
9 H -1.137 -0.714 -2.253  O7 1.028
10 O 3.327 1.006 -0.228  H11 0.981, H12 0.905
11 H 4.021 0.359 -0.479  O10 0.981
12 H 2.933 0.860 0.573  O10 0.905
13 O 2.184 0.210 2.278  H14 0.800, H15 0.975
14 H 2.304 -0.558 2.467  O13 0.800
15 H 1.329 0.219 1.810  O13 0.975
16 O -1.315 1.803 -1.663  H17 0.906, H18 0.879
17 H -0.901 2.255 -2.330  O16 0.906
18 H -1.853 1.431 -2.250  O16 0.879
19 O -1.175 -0.155 3.132  H20 0.889, H21 1.083
20 H -0.931 -0.377 2.307  O19 0.889
21 H -1.727 -1.074 3.288  O19 1.083
22 O -0.924 -3.193 -0.371  H23 0.956, H24 0.965
23 H -0.646 -2.691 -1.135  O22 0.956
24 H -1.587 -3.738 -0.813  O22 0.965
25 O -0.007 0.072 0.673  H26 0.942, H27 1.039
26 H 0.080 0.934 0.304  O25 0.942
27 H 0.212 -0.548 -0.131  O25 1.039